C17H44NO13Sr2 | ωB97M-V/def2-TZVPD

Structure (ORCA input):
```
! RIJCOSX wB97M-V def2-TZVPD def2/J DEFGRID3
* xyz 1 1
Sr 0.77 -3.83 3.96
Sr -0.04 -5.23 -0.27
C -0.33 -0.97 0.51
C 0.02 -1.89 1.62
O -0.02 -3.15 1.41
O 0.43 -1.45 2.74
H -0.74 -0.02 0.84
H -1.06 -1.40 -0.17
H 0.61 -0.74 -0.02
C -1.59 -2.18 -3.06
C -1.04 -3.30 -2.24
O -1.84 -4.03 -1.58
O 0.20 -3.51 -2.20
H -1.85 -1.34 -2.40
H -2.51 -2.48 -3.56
H -0.87 -1.79 -3.77
C 1.62 -7.92 2.94
C 0.82 -6.96 2.12
O 0.79 -5.68 2.35
O 0.13 -7.42 1.19
H 1.36 -7.86 4.00
H 2.68 -7.69 2.87
H 1.48 -8.93 2.56
C -3.98 -2.06 0.38
O -4.22 -3.17 -0.47
H -3.79 -1.14 -0.18
H -4.87 -1.92 0.99
H -3.13 -2.22 1.06
H -3.39 -3.45 -0.89
C -0.56 1.60 4.84
O -0.71 0.19 4.85
H 0.20 1.92 5.57
H -0.29 1.97 3.85
H -1.52 2.03 5.11
H -0.03 -0.20 4.29
O 3.44 -1.73 -0.01
H 4.39 -1.84 -0.16
H 3.08 -2.62 0.03
O 1.87 -0.96 -2.50
H 1.15 -1.58 -2.65
H 2.29 -1.25 -1.68
O -1.67 -4.12 3.88
H -1.94 -5.00 4.17
H -2.20 -3.96 3.09
O 2.75 0.14 2.08
H 3.08 -0.42 1.36
H 1.92 -0.27 2.34
C 0.59 4.14 -3.83
C 0.99 4.72 -2.46
C -0.10 5.76 -2.08
C -1.35 5.15 -1.47
C -0.93 4.32 -0.27
C 0.02 3.19 -0.65
N 1.13 3.73 -1.41
O 2.05 2.72 -1.75
C 0.58 2.60 0.63
C -0.77 2.10 -1.42
C 2.33 5.44 -2.59
H 0.85 4.85 -4.62
H -0.48 3.94 -3.92
H 1.12 3.21 -4.06
H 0.34 6.53 -1.44
H -0.36 6.28 -3.02
H -1.88 4.55 -2.21
H -2.03 5.95 -1.15
H -1.78 3.88 0.25
H -0.42 4.98 0.44
H 1.04 3.38 1.26
H -0.12 2.08 1.29
H 1.38 1.88 0.44
H -1.61 1.69 -0.87
H -1.09 2.51 -2.38
H -0.09 1.26 -1.63
H 3.14 4.71 -2.69
H 2.52 6.03 -1.69
H 2.36 6.12 -3.44
H 1.65 2.16 -2.43
*
```

Results
Frontier orbital gap, eV: 5.1
HOMO level, eV: -9.63
Lowest unoccupied orbital energy, eV: -4.5